C2HN5O in the gas phase in a non-equilibrium geometry, computed with ωB97M-V/def2-TZVPD.

```
9
Properties=species:S:1:pos:R:3:forces:R:3
C -0.209006 0.307110 -0.783767 3.60 -2.67 4.24
C -0.326900 -0.245903 0.724373 -5.55 2.88 1.52
H 1.340946 -0.643989 2.096960 -1.72 1.67 -3.25
N 1.840133 -0.154622 0.004624 -1.89 1.22 -0.23
N 1.209707 0.170579 -1.048327 -0.52 -0.51 1.06
N -1.184903 0.363834 -1.585052 -6.56 2.47 -3.00
N -2.239139 0.630464 -2.053576 5.35 -1.85 1.97
N 0.916489 -0.146223 1.165615 4.45 -2.52 0.68
O -1.347327 -0.281251 1.479151 2.85 -0.69 -2.98
```
Positions in Å, forces in eV/Å.

## Properties
Calculated total energy = -11583.686 eV
Net charge = 0


A molecular structure, C18H17GaN9O7P, computed with ωB97M-V/def2-TZVPD.

```
53
Properties=species:S:1:pos:R:3:forces:R:3
Ga -0.508983 -0.023561 0.162684 0.11 0.51 -0.05
C 4.657752 0.960483 0.967779 0.24 0.18 0.16
N 3.487941 0.268408 0.430168 -0.17 0.04 0.04
C 3.530910 -0.747775 -0.478689 -0.08 -0.16 -0.12
C 2.240525 -1.117630 -0.722963 0.03 0.01 0.01
N 1.424441 -0.327072 0.033349 0.02 -0.12 0.10
C 2.200790 0.520030 0.736386 0.05 -0.02 0.00
P 1.692308 1.806379 1.967456 -0.15 -0.11 -0.04
C 0.503969 2.693329 0.830668 0.04 0.02 -0.15
N -0.138139 1.968682 -0.056660 -0.19 -0.14 0.12
C -0.586801 2.853224 -1.121895 0.19 0.33 0.10
C -0.528349 4.223657 -0.446297 -0.20 -0.09 -0.09
N 0.383073 3.998277 0.689546 0.03 -0.08 -0.04
C 0.968835 5.059017 1.500103 0.16 0.05 0.17
C 0.429815 0.782326 2.792826 0.07 -0.06 0.06
N -0.464751 0.014811 2.162104 -0.01 0.13 -0.07
C -1.138811 -0.696406 3.115978 -0.05 -0.01 0.12
C -0.644822 -0.343092 4.337615 -0.10 -0.11 -0.07
N 0.340762 0.576152 4.118787 -0.10 0.05 -0.14
C 1.132353 1.229228 5.158229 0.24 0.16 0.19
H 5.552675 0.538792 0.521382 -0.04 -0.05 -0.04
H 4.715204 0.835744 2.047067 -0.04 -0.06 -0.02
H 4.617703 2.021529 0.730349 -0.04 -0.03 -0.05
H 4.454324 -1.129886 -0.879155 0.02 0.04 0.03
H 1.851081 -1.878904 -1.377232 0.06 -0.01 -0.02
H -0.119731 2.619754 -2.075692 -0.08 0.03 -0.06
H -0.214754 5.099162 -1.014760 0.02 -0.01 0.02
H 0.572183 6.011664 1.161803 -0.03 -0.02 -0.04
H 2.054210 5.076570 1.400066 -0.03 0.01 -0.04
H 0.704295 4.939848 2.549741 -0.04 0.00 -0.03
H -1.902726 -1.414522 2.875822 0.01 0.02 0.00
H -0.916590 -0.679447 5.323740 0.04 0.04 0.01
H 0.784867 0.890920 6.129179 -0.04 -0.04 -0.03
H 1.017961 2.309701 5.105113 -0.07 -0.02 -0.03
H 2.185613 0.973921 5.057085 -0.04 -0.06 -0.04
O -6.914030 3.152332 -0.055699 -0.02 -0.19 0.03
N -6.672571 1.975251 0.081955 0.04 -0.02 0.02
O -7.437726 1.103736 0.430418 0.09 0.19 -0.04
C -5.280770 1.550863 -0.205653 0.16 0.06 -0.08
C -4.354648 2.497577 -0.624768 -0.10 0.17 0.12
C -3.071355 2.089514 -0.908680 -0.16 -0.31 0.05
C -2.699441 0.741446 -0.875515 -0.06 -0.06 0.13
O -1.540362 0.319422 -1.353581 -0.04 -0.03 -0.08
C -3.618614 -0.141129 -0.262109 -0.28 0.84 -0.31
C -4.928040 0.241373 0.013051 0.03 -0.28 0.19
N -3.148068 -1.411155 0.168007 0.35 -0.53 0.10
O -3.882207 -2.316832 0.389317 -0.01 0.14 -0.06
O -1.894104 -1.528161 0.407401 0.00 -0.22 0.03
N -2.089869 3.057768 -1.371762 0.08 -0.04 -0.57
O -2.341885 3.618345 -2.438251 0.08 -0.24 0.39
O -1.881912 4.204303 -0.093979 0.05 0.10 0.15
H -4.640663 3.539189 -0.708403 0.01 0.00 -0.02
H -5.640668 -0.456853 0.432370 -0.03 0.00 -0.02
```
Positions in Å, forces in eV/Å.

## Properties
Calculated total energy = -108327.768 eV
Net charge = +2


C2H3N3O2S in the gas phase in a non-equilibrium geometry, computed with ωB97M-V/def2-TZVPD.

```
11
Properties=species:S:1:pos:R:3:forces:R:3
H 3.002128 -1.574657 0.026153 0.14 -1.17 -0.04
N 2.862300 -0.596523 0.073836 -0.09 1.08 0.04
C 1.663409 -0.268598 0.054731 -0.36 0.55 -0.01
N 1.161862 1.043708 0.117524 -0.10 -0.46 0.18
N -0.176237 0.944531 -0.348227 0.14 -0.25 -0.19
O -0.992137 1.955257 0.066806 -0.23 -0.16 0.75
C -0.574434 -0.360516 -0.136269 -0.42 0.10 0.20
S -2.085042 -0.916127 0.040087 0.28 0.09 -0.06
O 0.554593 -1.100306 -0.020114 0.20 -0.13 -0.05
H 1.679560 1.701140 -0.437034 0.31 0.19 -0.17
H -1.289989 1.724615 0.983241 0.15 0.15 -0.64
```
Positions in Å, forces in eV/Å.

## Properties
Calculated total energy = -21520.469 eV
SMILES = [H]/N=c1/[nH]n(O)c(=S)o1
Net charge = 0


C24H16BClN4O4 in the gas phase in a non-equilibrium geometry, computed with ωB97M-V/def2-TZVPD.

```
50
Properties=species:S:1:pos:R:3:forces:R:3
N 3.958926 2.417748 -5.478654 0.32 0.17 0.26
C 3.727091 2.386372 -4.351731 -0.49 -0.38 -1.22
C 3.220599 2.208413 -3.043878 -0.81 1.35 1.57
C 3.798593 2.872581 -1.973651 3.41 1.18 -0.37
C 3.430151 2.764119 -0.659714 -1.29 -1.11 -1.76
C 2.282275 2.033640 -0.403600 -0.30 0.25 1.47
C 1.600168 1.431643 -1.443086 -0.78 -0.21 -0.85
C 2.016154 1.612986 -2.769873 0.22 -0.40 0.80
N 0.472645 0.651073 -1.192898 -0.91 0.61 0.81
C -0.579463 0.584417 -2.147129 -0.89 0.21 0.32
C -1.254870 1.751485 -2.615026 3.40 0.32 2.74
C -2.237900 1.731337 -3.511464 -0.33 1.52 -0.14
C -2.648014 0.526239 -3.959699 -2.91 0.16 -1.67
C -2.098590 -0.592453 -3.499832 0.29 -4.56 0.24
B -2.575136 -2.049781 -4.012582 -0.79 0.30 -0.52
O -1.707966 -3.026078 -3.711806 1.49 -2.52 0.32
O -3.745093 -2.252865 -4.710339 -0.36 0.45 0.06
C -1.052704 -0.633609 -2.562578 0.13 1.46 -1.31
C 0.371080 -0.001132 0.145010 0.53 0.41 0.56
N -0.980367 -0.397797 0.592987 0.87 0.15 -2.20
C -1.207225 -0.930068 1.834361 -0.62 -2.34 0.55
O -2.077462 -1.780152 2.061457 1.29 2.02 -0.74
N -0.286502 -0.539676 2.826927 -0.40 0.71 0.21
C -0.377994 -1.121145 4.126533 0.30 -2.40 1.61
C -0.232283 -0.412791 5.338161 -0.55 1.46 -3.60
C -0.364027 -0.982762 6.524156 -0.21 -2.27 3.03
C -0.422955 -2.372950 6.579836 -0.51 -0.14 -0.48
Cl -0.357495 -3.121627 8.095097 -0.13 -0.60 1.26
C -0.596378 -3.176136 5.454202 0.02 0.99 0.24
C -0.553221 -2.549314 4.237925 -0.51 1.66 -2.02
C 0.524155 0.577194 2.631457 1.89 0.83 1.57
O 1.041638 1.182035 3.585834 -0.98 -0.86 -2.05
C 0.940298 0.847311 1.231543 -0.65 1.56 -0.39
C 1.722530 1.903797 0.944242 0.22 -1.80 0.41
H 4.697017 3.485165 -2.213296 -0.58 -0.62 0.30
H 4.051831 3.066916 0.112797 0.81 1.10 1.28
H 1.383855 1.325068 -3.545966 -0.78 -0.92 -1.19
H -0.854012 2.673561 -2.177977 -0.38 -0.07 -0.31
H -2.675491 2.664930 -3.782646 -0.40 0.38 -0.42
H -3.529378 0.440622 -4.613111 0.58 0.10 0.08
H -1.679429 -3.994229 -3.945819 -0.69 1.95 0.16
H -4.155129 -3.115641 -4.888968 0.78 0.46 0.27
H -0.490030 -1.525386 -2.423772 0.05 -0.71 0.53
H 1.017917 -0.855498 0.059788 0.15 -1.13 0.10
H -1.270383 -1.022066 -0.147997 -1.19 -0.12 0.35
H -0.091008 0.633003 5.288499 -0.07 0.81 -0.04
H -0.495512 -0.454146 7.485763 0.60 -0.06 -0.82
H -0.898685 -4.207268 5.501109 0.39 -0.26 0.29
H -0.809414 -3.100715 3.310562 0.46 0.31 0.89
H 2.047192 2.443631 1.818845 0.30 0.57 -0.17
```
Positions in Å, forces in eV/Å.

## Properties
Calculated total energy = -52498.600 eV
SMILES = N#Cc1ccc2c(c1)N(c1cccc(B(O)O)c1)[C@@H]1NC(=O)N(c3ccc(Cl)cc3)C(=O)C1=C2
Net charge = 0


C2H3NOS2 in the gas phase in a non-equilibrium geometry, computed with ωB97M-V/def2-TZVPD.

```
9
Properties=species:S:1:pos:R:3:forces:R:3
C 0.729625 0.264668 -0.041245 -0.94 -1.98 -0.02
C 1.180553 -1.072996 -0.074786 -1.43 -0.49 0.91
N -0.491326 0.859569 -0.079425 -1.24 1.97 0.13
O -1.682375 0.131521 -0.325189 0.08 0.67 0.40
S 0.403795 -2.579465 -0.000569 -0.45 0.95 -0.49
S -3.214614 0.758982 0.061909 2.21 -0.26 -0.32
H 1.487719 0.946862 0.192478 0.84 1.27 0.08
H 2.191992 -1.256100 0.218369 0.86 0.94 -0.34
H -0.605366 1.946959 0.048460 0.07 -3.08 -0.35
```
Positions in Å, forces in eV/Å.

## Properties
Calculated total energy = -27325.295 eV
Net charge = 0


A molecular structure, C22H21Cl5N5OPbSSbSe4 in a non-equilibrium geometry, computed with ωB97M-V/def2-TZVPD.

```
61
Properties=species:S:1:pos:R:3:forces:R:3
Pb 8.984517 2.434353 17.139152 -0.20 0.05 -0.04
C 7.925871 -0.955193 12.196620 2.01 0.15 0.22
C 7.862729 -1.480092 13.637902 0.18 -0.19 0.21
N 6.956559 -0.779667 14.536505 0.40 0.81 0.12
C 7.193507 0.425760 15.164813 -0.86 -0.83 -0.58
S 8.452518 1.470032 14.641340 0.26 -0.33 -0.15
N 6.252817 0.706131 16.065843 0.54 -0.22 -0.22
N 6.563991 1.789586 16.793907 -0.17 0.54 0.54
C 5.661402 2.292075 17.552567 0.02 0.38 1.04
C 4.244974 1.784654 17.611533 1.06 -0.56 -1.46
C 6.061804 3.432333 18.457120 -0.14 -0.98 -0.76
C 5.238956 3.862307 19.488180 -0.88 -0.45 -0.13
C 5.603387 5.023464 20.119978 -0.21 0.71 1.85
C 6.740784 5.731484 19.798300 0.97 -2.10 -2.43
C 7.594639 5.159865 18.788418 -1.38 0.08 1.02
N 7.243888 4.016318 18.195752 -0.21 0.44 -0.07
H 8.710535 -1.604794 11.686874 -1.50 0.26 0.11
H 8.468802 0.043040 12.107269 -1.41 -0.91 0.39
H 6.897750 -0.989960 11.809905 0.63 0.20 -0.53
H 8.863778 -1.593853 14.061686 0.05 0.52 0.15
H 7.516243 -2.516857 13.625743 -0.24 0.06 -0.18
H 6.225217 -1.299588 15.001105 0.19 -0.04 -0.10
H 4.128736 0.950072 18.289871 -0.06 -0.17 0.22
H 3.983880 1.472357 16.594852 0.14 -0.39 0.19
H 3.573504 2.566217 17.802895 -0.93 1.13 0.82
H 4.311810 3.332834 19.819540 1.06 0.39 -0.56
H 5.046329 5.352373 21.018571 0.10 -0.11 -0.75
H 6.975626 6.605669 20.308628 0.55 1.39 0.68
H 8.527913 5.590373 18.422058 -0.12 0.04 0.33
Se 13.801592 -2.828650 17.861045 -0.40 -0.09 -0.25
Sb 11.899354 -2.157825 16.479274 0.24 0.66 0.36
Se 12.264511 0.542991 16.542993 0.84 -0.15 -1.09
Se 9.612915 -2.037634 17.318879 0.32 -0.08 -0.11
Se 13.851899 1.114353 14.922279 -0.99 -0.50 1.02
Cl 5.190864 4.360488 23.846580 0.51 -0.34 -0.38
C 6.199172 3.350590 22.786125 -0.21 0.64 1.01
C 7.507108 3.765505 22.456830 -1.87 0.40 0.38
Cl 8.109289 5.283173 23.039430 -0.03 -0.18 0.06
C 8.173781 3.022988 21.559843 1.04 -1.49 -1.21
Cl 9.770988 3.510876 21.103393 0.09 -0.17 -0.35
C 7.644876 1.787927 20.918205 0.00 0.67 0.41
O 8.218614 1.219391 19.980404 0.21 0.21 -0.02
C 6.393259 1.308447 21.485763 1.24 1.02 -0.78
Cl 5.821415 -0.126867 20.744586 -0.45 -0.22 0.30
C 5.710577 2.116468 22.362542 0.21 -0.05 0.44
Cl 4.293364 1.521562 23.120749 -0.80 -0.32 -0.04
C 7.313613 5.185179 14.953261 0.83 0.86 0.26
C 8.738420 5.469933 15.365375 -0.29 -0.05 -0.02
C 9.527994 6.612010 15.222601 0.44 -1.08 0.32
C 10.790973 6.239870 15.845008 -0.40 1.72 -0.77
C 10.644624 4.982690 16.348052 0.67 -0.78 -0.40
C 11.728315 4.031404 16.741933 0.27 -0.31 0.07
N 9.422514 4.489035 16.034362 -0.72 0.09 0.14
H 7.132922 5.493143 13.928991 -0.15 0.19 -0.17
H 6.649058 5.714183 15.632855 -0.41 -0.01 -0.06
H 7.139682 4.132344 15.015904 -0.23 -0.70 0.09
H 9.258312 7.525979 14.680294 0.21 -0.43 0.35
H 11.714002 6.819323 15.774261 -0.28 -0.21 0.28
H 12.623470 4.608987 16.940113 0.41 -0.06 -0.18
H 11.909936 3.281945 15.936315 0.09 0.66 0.44
H 11.573038 3.440863 17.656271 -0.24 0.22 -0.03
```
Positions in Å, forces in eV/Å.

## Properties
Calculated total energy = -379274.234 eV
Net charge = -2